Entry 1:
The following is a DFT calculation (ωB97M-V/def2-TZVPD) of a molecular structure, C13H14EuIN3O.

Structure (XYZ):
```
33
Properties=species:S:1:pos:R:3
C 2.65867 2.91555 1.16912
C 3.31550 1.59486 0.68385
H 2.16210 3.46404 0.35875
H 3.44996 3.56996 1.55014
H 1.97484 2.80757 2.02734
H 2.96934 1.24186 -0.30180
H 4.38540 1.80289 0.54939
H 3.25613 0.78844 1.42902
C -2.67982 1.45070 -0.27220
C -3.94166 1.15056 -0.78823
C -4.08622 -0.04235 -1.50078
C -2.97703 -0.87638 -1.65081
H -2.48229 2.38559 0.26924
H -4.76285 1.84315 -0.62672
H -5.04457 -0.32641 -1.93262
H -3.04395 -1.81418 -2.19869
N -1.61094 0.65430 -0.39956
C -1.73611 -0.51729 -1.07357
C -0.54749 -1.41214 -1.09849
N 0.59721 -0.95789 -0.51127
C 1.63913 -1.80437 -0.34237
C 0.48254 -3.57180 -1.49729
C 1.62457 -3.11850 -0.83174
H 2.49812 -1.40807 0.21614
H 2.49450 -3.75554 -0.67899
C -0.60781 -2.71366 -1.63023
H -1.52478 -3.03269 -2.11307
H 0.43185 -4.58299 -1.89639
Eu 0.73867 1.30644 0.75303
I -0.73277 4.05996 1.26460
O -0.17346 -0.91866 4.60449
C 0.36197 -0.37141 3.70042
N 0.91122 0.18847 2.76928
```

Results
Kohn-Sham gap (spin up / spin down)   6.4 / 6.9 eV
Max |F|   2.193 eV/A
Charge   0
LUMO energy (spin up / spin down)   -0.035 / -0.035 Eh
Highest occupied orbital energy (spin up / spin down)   -7.33 / -7.85 eV
Multiplicity   8
Energy relative to the best compared isomer or geometry (same formula, charge and spin)   0.56 kcal per mole



Entry 2:
The following is a DFT calculation (ωB97M-V/def2-TZVPD) of a molecular structure, C8H12B2F8K2O6.

Structure (XYZ):
```
38
Properties=species:S:1:pos:R:3
K -21.37658 20.79237 -4.40804
K -20.98033 16.48975 -1.97920
B -23.30886 19.22573 -2.05769
F -22.49011 18.48247 -2.97063
F -22.79732 18.94211 -0.76599
F -23.18517 20.60436 -2.32633
F -24.61484 18.78141 -2.18858
B -19.11884 18.44755 -3.81538
F -18.83553 19.70488 -4.40098
F -19.48775 18.68864 -2.46387
F -20.19134 17.80852 -4.44536
F -17.97342 17.64560 -3.83347
C -14.51433 13.66111 -3.41008
C -14.86619 14.40782 -4.66090
C -15.62652 15.71923 -4.46150
O -14.97865 16.62453 -5.35898
C -13.81352 16.10253 -5.78660
O -13.02176 16.65023 -6.47722
O -13.66429 14.83184 -5.32277
H -13.70705 12.95571 -3.58996
H -15.37660 13.11228 -3.02807
H -14.19159 14.36235 -2.63620
H -15.41062 13.75822 -5.35478
H -15.52571 16.09394 -3.44031
H -16.67842 15.67448 -4.72120
C -17.56113 21.88433 -2.15679
C -16.25127 22.04497 -2.87499
C -15.73366 20.81988 -3.62872
O -15.19113 21.37354 -4.82508
C -15.74880 22.59309 -5.04027
O -15.68744 23.18666 -6.06681
O -16.39406 23.01607 -3.93902
H -17.76989 22.75628 -1.54590
H -17.47642 20.99096 -1.52889
H -18.34624 21.66286 -2.87821
H -15.46864 22.43684 -2.22179
H -16.51030 20.09701 -3.87504
H -14.94758 20.29815 -3.08332
```

Results
Kohn-Sham gap   9.8 eV
Max |F|   1.078 eV/A
Charge   0
LUMO energy   -0.033 Eh
Highest occupied orbital energy   -10.67 eV
Energy relative to the best compared isomer or geometry (same formula, charge and spin)   0.00 kcal per mole